Entry from the Open Molecules 2025 dataset: C49H50N5O2Pd as an isolated structure in a non-equilibrium geometry (ωB97M-V/def2-TZVPD).

Calculated values
HOMO-LUMO gap = 4.9 eV
energy = -2449.2239 Eh
net charge = -1
energy relative to the best compared isomer or geometry (same formula, charge and spin) = 0.00 kJ/mol

Last column: Löwdin charge in e.
Atoms and positions in Å:
Pd 1.142 0.727 0.459  1.0910
O 4.907 -0.599 4.134  0.0440
C 5.673 -0.032 3.187  -0.2749
C 7.052 0.005 3.410  -0.0235
C 7.897 0.573 2.478  -0.0933
C 7.391 1.118 1.300  -0.0990
C 6.030 1.083 1.077  -0.0245
C 5.153 0.513 2.003  -0.0814
C 3.705 0.505 1.685  -0.4249
O 3.311 1.021 0.605  -0.0968
N 2.918 -0.074 2.615  0.0563
N 1.645 -0.066 2.199  -0.1368
C 0.622 -0.380 2.905  -0.0588
C -0.668 -0.151 2.215  -0.2957
C -1.977 -0.367 2.791  -0.0158
C -3.108 -0.180 2.084  0.0450
C -3.035 -0.481 -0.651  -0.1417
C -1.665 -0.013 -1.095  -0.0749
N -0.593 0.208 0.994  0.0077
H 3.974 -0.542 3.818  0.0501
H 7.427 -0.424 4.330  0.1121
H 8.963 0.590 2.670  0.0980
H 8.054 1.563 0.569  0.0943
H 5.599 1.494 0.174  0.1144
H 0.719 -0.757 3.917  0.1310
H -2.049 -0.671 3.828  0.1047
H -4.021 -0.329 2.651  0.1168
H -3.894 -0.394 -1.311  0.1669
H -1.482 0.257 -2.132  0.1295
C -1.958 4.763 2.307  -0.0667
C -0.557 4.259 1.933  -0.3601
C -0.297 2.947 2.648  -0.0676
C -0.270 4.358 0.424  -0.1102
C -0.089 5.701 0.059  -0.0762
C 0.303 6.101 -1.194  -0.0956
C 0.541 5.127 -2.146  -0.0610
C 0.347 3.783 -1.867  -0.1349
C 0.528 2.855 -3.065  -0.3694
C -0.840 2.562 -3.692  -0.0550
C 1.366 1.586 -2.895  -0.0809
C -0.091 3.363 -0.575  -0.1490
N -0.210 1.953 -0.459  -0.0430
C -1.329 1.184 -0.118  -0.2972
C -1.206 -1.455 -0.771  -0.2144
N -0.145 -1.997 -1.176  0.1497
C 0.039 -3.390 -1.216  -0.1432
C 0.936 -3.998 -0.319  -0.1392
C 1.153 -5.369 -0.410  -0.0551
C 0.513 -6.129 -1.368  -0.0960
C -0.344 -5.515 -2.270  -0.0508
C -0.594 -4.149 -2.227  -0.1249
C -1.450 -3.467 -3.284  -0.3673
C -0.559 -2.676 -4.252  -0.0594
C -2.354 -4.422 -4.056  -0.0889
C 1.655 -3.186 0.735  -0.3816
C 3.175 -3.284 0.592  -0.0543
C 1.212 -3.587 2.143  -0.0619
C -2.571 -1.827 -0.333  -0.1285
C -3.456 -2.619 0.361  -0.0542
C -4.795 -2.194 0.655  -0.1006
C -5.459 -0.935 0.677  -0.0831
C -4.915 0.351 0.624  -0.2506
C -5.553 1.596 0.476  -0.0558
C -4.837 2.750 0.251  -0.0954
C -3.406 2.725 0.106  -0.0488
C -2.691 1.606 0.353  -0.0914
C -3.425 0.337 0.679  -0.2520
H -2.006 4.942 3.385  0.0781
H -2.718 4.025 2.057  0.0548
H -2.205 5.696 1.797  0.0730
H 0.149 4.977 2.361  0.1236
H -1.109 2.247 2.464  0.0594
H -0.255 3.132 3.726  0.0879
H 0.645 2.500 2.343  0.0556
H -0.234 6.454 0.826  0.1070
H 0.445 7.151 -1.421  0.0953
H 0.867 5.413 -3.140  0.1048
H 1.073 3.462 -3.792  0.1122
H -1.516 2.120 -2.962  0.0586
H -0.744 1.874 -4.537  0.0777
H -1.304 3.485 -4.048  0.0771
H 0.817 0.779 -2.417  0.0362
H 2.263 1.780 -2.304  0.0715
H 1.681 1.239 -3.882  0.0739
H 1.834 -5.846 0.286  0.1050
H 0.681 -7.198 -1.423  0.0929
H -0.828 -6.120 -3.024  0.0938
H -2.102 -2.756 -2.773  0.1194
H 0.110 -3.353 -4.791  0.0811
H 0.048 -1.947 -3.715  0.0645
H -1.170 -2.144 -4.987  0.0739
H -1.779 -5.108 -4.682  0.0708
H -3.011 -3.852 -4.716  0.0752
H -2.979 -5.012 -3.383  0.0819
H 1.378 -2.146 0.577  0.0840
H 3.522 -4.311 0.732  0.0711
H 3.668 -2.658 1.340  0.0655
H 3.494 -2.951 -0.398  0.0870
H 1.476 -4.627 2.354  0.0747
H 0.129 -3.486 2.256  0.0821
H 1.704 -2.960 2.891  0.0597
H -3.190 -3.619 0.695  0.0984
H -5.450 -3.021 0.917  0.0735
H -6.536 -1.000 0.823  0.0991
H -6.639 1.636 0.484  0.1044
H -5.358 3.686 0.100  0.0812
H -2.904 3.617 -0.257  0.1091

---

Entry from the Open Molecules 2025 dataset: C49H51N5O4P2S5V as an isolated structure in a non-equilibrium geometry (ωB97M-V/def2-TZVPD).

Calculated values
HOMO-LUMO gap (spin up / spin down) = 4.7 / 6.9 eV
energy = -6090.1665 Eh
net charge = -2
multiplicity = 4

Last column: Löwdin charge in e.
Atoms and positions in Å:
V -1.309 2.511 0.274  0.4780
C -1.476 4.347 -2.252  -0.1114
N -0.422 3.543 -1.590  -0.2232
C 0.632 4.450 -1.031  -0.1751
C 0.206 5.215 0.182  -0.1930
N -0.075 4.409 1.368  -0.2143
C 1.115 3.791 2.042  -0.0951
C -0.826 5.250 2.276  -0.2886
C -0.169 6.185 3.153  -0.0305
C -0.910 7.122 3.870  -0.1161
C -2.314 7.046 3.802  -0.1261
C -2.906 6.169 2.955  -0.1395
C -2.193 5.248 2.173  -0.6835
S -2.991 4.357 0.991  0.6562
C 0.117 2.549 -2.441  -0.2802
C -0.252 2.470 -3.823  -0.0409
C 0.191 1.431 -4.597  -0.0994
C 1.098 0.466 -4.113  -0.0976
C 1.414 0.501 -2.757  -0.1308
C 0.897 1.507 -1.919  -0.5854
S 1.121 1.358 -0.150  0.6313
H -1.080 5.134 -2.969  0.1130
H -2.162 4.843 -1.550  0.0433
H -2.033 3.643 -2.830  -0.0293
H 0.938 5.150 -1.861  0.1435
H 1.468 3.828 -0.715  0.0737
H -0.775 5.603 -0.061  0.0931
H 0.924 6.005 0.473  0.1396
H 1.864 4.580 2.323  0.0818
H 1.670 3.112 1.399  -0.0151
H 0.827 3.257 2.947  0.0894
H 0.935 6.190 3.172  0.0983
H -0.370 7.854 4.516  0.0981
H -2.852 7.753 4.437  0.0944
H -4.002 6.144 2.784  0.1024
H -1.019 3.133 -4.185  0.0788
H -0.205 1.223 -5.567  0.0906
H 1.551 -0.329 -4.662  0.0880
H 2.066 -0.211 -2.232  0.1023
S -3.884 1.793 -3.201  0.1024
P -3.546 0.219 -1.732  0.5299
C -2.542 0.767 -0.486  -0.6122
P -2.392 -0.216 0.918  0.5288
S -1.631 1.027 2.483  0.2477
C -1.368 -1.688 0.831  -0.3808
C -1.808 -2.671 -0.029  -0.1360
C -1.028 -3.771 -0.286  -0.0884
C 0.190 -3.922 0.323  -0.0508
C 0.652 -2.859 1.107  -0.0426
C -0.141 -1.770 1.384  -0.1178
C -3.952 -0.730 1.737  -0.3529
C -4.964 0.220 1.868  -0.0905
C -6.066 -0.235 2.559  -0.1089
C -6.247 -1.525 3.041  -0.1170
C -5.239 -2.455 2.877  -0.0956
C -4.087 -2.025 2.238  -0.0851
C -5.266 -0.279 -1.253  -0.3450
C -5.565 -1.543 -0.756  -0.1038
C -6.793 -1.923 -0.173  -0.0930
C -7.751 -0.932 -0.077  -0.1124
C -7.448 0.390 -0.511  -0.0961
C -6.249 0.699 -1.117  -0.1341
C -2.913 -1.129 -2.832  -0.3608
C -3.739 -1.921 -3.620  -0.1144
C -3.262 -2.994 -4.310  -0.1187
C -1.884 -3.236 -4.380  -0.0747
C -1.066 -2.373 -3.570  -0.0698
C -1.555 -1.300 -2.843  -0.1100
H -2.795 -2.614 -0.465  0.0821
H -1.398 -4.435 -1.071  0.1076
H 0.825 -4.747 0.043  0.0885
H 1.650 -2.884 1.491  0.0801
H 0.289 -0.945 1.994  0.0821
H -4.864 1.202 1.426  0.1112
H -6.929 0.445 2.633  0.1095
H -7.234 -1.816 3.411  0.1010
H -5.335 -3.467 3.241  0.0972
H -3.362 -2.762 1.962  0.0906
H -4.759 -2.293 -0.671  0.0971
H -6.923 -2.855 0.388  0.1057
H -8.658 -1.115 0.508  0.0972
H -8.204 1.197 -0.401  0.1054
H -6.109 1.684 -1.570  0.0644
H -4.795 -1.787 -3.555  0.0939
H -3.970 -3.643 -4.856  0.1015
H -1.480 -4.080 -4.952  0.0930
H 0.027 -2.589 -3.625  0.1147
H -0.961 -0.624 -2.260  0.0904
C 9.186 -4.703 1.887  -0.1263
C 7.983 -3.913 1.393  -0.2986
S 8.263 -3.295 -0.247  0.6297
O 8.947 -4.409 -0.836  -0.3390
O 8.784 -1.970 -0.304  -0.3178
C 6.633 -3.166 -1.062  -0.1953
C 5.742 -1.977 -0.758  -0.1641
N 5.223 -2.029 0.575  0.0203
C 5.704 -1.390 1.647  -0.3986
N 5.238 -1.946 2.787  0.0689
C 4.411 -2.997 2.437  -0.0811
C 4.312 -2.982 1.041  -0.1996
N 3.566 -3.870 0.249  -0.3845
O 3.331 -3.393 -0.952  -0.1474
O 3.049 -4.908 0.848  -0.1422
C 6.406 -0.075 1.694  -0.0194
H 9.411 -5.587 1.260  0.0720
H 8.978 -5.097 2.909  0.0838
H 10.075 -4.046 1.852  0.0812
H 7.633 -3.123 2.047  0.0865
H 7.084 -4.482 1.206  0.0964
H 6.076 -4.106 -1.095  0.1113
H 7.005 -2.949 -2.099  0.1180
H 4.908 -2.058 -1.452  0.1101
H 6.289 -1.041 -0.884  0.1216
H 3.897 -3.666 3.075  0.0831
H 5.701 0.734 1.504  0.0793
H 7.142 0.047 0.923  0.0486
H 6.860 0.068 2.661  0.0714

---

Entry from the Open Molecules 2025 dataset: C49H52FGe2I2MnO4S5 as an isolated structure in a non-equilibrium geometry (ωB97M-V/def2-TZVPD).

Calculated values
HOMO-LUMO gap (spin up / spin down) = 5.8 / 7.8 eV
energy = -10190.7647 Eh
net charge = -1
energy relative to the best compared isomer or geometry (same formula, charge and spin) = 70.05 kJ/mol
multiplicity = 4

Last column: Löwdin charge in e.
Atoms and positions in Å:
Mn -0.388 2.200 -2.970  0.2139
C -3.915 -2.564 -4.157  -0.0454
C -2.535 -2.916 -3.674  -0.2555
C -2.344 -3.536 -2.443  -0.0333
C -1.073 -3.760 -1.934  -0.2813
C -0.904 -4.434 -0.598  -0.0709
C 0.041 -3.343 -2.677  -0.1760
C -0.127 -2.805 -3.954  -0.2383
C 1.035 -2.490 -4.859  -0.0595
C -1.419 -2.590 -4.426  -0.0017
C 1.397 -3.470 -2.062  -0.2248
C 2.132 -4.628 -2.276  -0.0319
C 3.379 -4.788 -1.700  -0.0629
C 3.886 -3.791 -0.887  -0.0359
C 3.166 -2.621 -0.640  -0.2074
C 1.903 -2.451 -1.240  -0.1924
Ge 0.774 -0.855 -1.005  0.0989
S 0.854 0.250 -2.906  0.4745
S 1.244 0.714 0.537  0.3708
Ge -0.970 0.830 0.454  0.0968
S -1.860 1.843 -1.280  0.2845
S -1.208 -1.339 -0.116  0.4119
C -1.818 1.511 2.082  -0.2025
C -1.676 2.876 2.354  -0.2167
C -2.305 3.427 3.466  -0.0264
C -3.062 2.633 4.314  -0.0616
C -3.170 1.273 4.065  -0.0346
C -2.549 0.700 2.957  -0.2215
C -2.634 -0.783 2.800  -0.1782
C -3.684 -1.377 2.105  -0.2427
C -4.709 -0.557 1.366  -0.0233
C -3.739 -2.768 2.024  -0.0244
C -2.776 -3.570 2.611  -0.2804
C -2.857 -5.071 2.541  -0.0603
C -1.720 -2.954 3.278  -0.0173
C -1.629 -1.575 3.377  -0.2217
C -0.431 -0.943 4.034  -0.0243
C -0.804 3.745 1.507  -0.1689
C 0.574 3.758 1.728  -0.2367
C 1.230 2.947 2.816  -0.0707
C 1.376 4.574 0.936  -0.0058
C 0.846 5.376 -0.061  -0.2581
C 1.739 6.207 -0.938  -0.0570
C -0.534 5.381 -0.234  -0.0561
C -1.369 4.593 0.542  -0.2423
C -2.861 4.675 0.362  -0.0566
C 3.819 -1.652 0.296  -0.1624
C 4.626 -0.623 -0.187  -0.2110
C 4.752 -0.328 -1.658  -0.0192
C 5.301 0.188 0.726  -0.0076
C 5.193 -0.004 2.092  -0.2691
C 5.946 0.866 3.064  -0.0541
C 4.354 -1.017 2.553  -0.0148
C 3.661 -1.837 1.679  -0.2215
C 2.690 -2.859 2.209  -0.0247
H -4.675 -3.169 -3.662  0.0712
H -4.008 -2.706 -5.234  0.0752
H -4.129 -1.514 -3.946  0.0825
H -3.206 -3.822 -1.850  0.1146
H -1.878 -4.643 -0.155  0.0640
H -0.344 -3.811 0.104  0.0419
H -0.361 -5.377 -0.699  0.0863
H 1.990 -2.523 -4.338  0.0709
H 0.923 -1.499 -5.297  0.0634
H 1.073 -3.217 -5.674  0.0849
H -1.546 -2.121 -5.396  0.1265
H 1.716 -5.401 -2.912  0.1226
H 3.952 -5.688 -1.882  0.1016
H 4.858 -3.907 -0.422  0.1231
H -2.184 4.486 3.661  0.1221
H -3.553 3.069 5.175  0.1000
H -3.732 0.632 4.735  0.1200
H -4.738 0.475 1.710  0.0768
H -5.706 -0.987 1.475  0.0792
H -4.469 -0.539 0.298  0.0853
H -4.554 -3.229 1.474  0.1174
H -3.678 -5.393 1.900  0.0731
H -3.017 -5.500 3.533  0.0776
H -1.932 -5.497 2.147  0.0707
H -0.940 -3.566 3.722  0.1179
H 0.133 -1.686 4.599  0.0758
H -0.715 -0.134 4.707  0.0814
H 0.238 -0.516 3.278  0.0652
H 0.518 2.362 3.396  0.0699
H 1.765 3.606 3.504  0.0839
H 1.954 2.255 2.387  0.0126
H 2.450 4.565 1.098  0.1275
H 2.591 6.592 -0.375  0.0811
H 1.197 7.050 -1.367  0.0844
H 2.124 5.611 -1.768  0.0262
H -0.968 6.004 -1.008  0.0620
H -3.106 5.351 -0.457  0.0641
H -3.349 5.043 1.268  0.0776
H -3.289 3.698 0.132  0.0421
H 4.507 -1.193 -2.275  0.0761
H 5.765 -0.006 -1.901  0.0804
H 4.074 0.483 -1.940  0.0837
H 5.926 0.990 0.347  0.1185
H 6.587 1.575 2.541  0.0715
H 6.574 0.265 3.725  0.0760
H 5.262 1.434 3.693  0.0765
H 4.232 -1.162 3.622  0.1159
H 2.816 -2.988 3.284  0.0755
H 2.806 -3.829 1.724  0.0788
H 1.660 -2.529 2.027  0.0768
I -1.704 4.752 -3.511  1.1991
C -3.777 4.470 -3.922  -1.1214
I -4.724 2.619 -3.501  0.7122
H -3.911 4.641 -4.983  -0.0525
H -4.312 5.219 -3.351  -0.0540
F -1.439 1.561 -4.244  -0.5155
O 1.008 2.974 -4.153  -0.4495
S 1.564 3.876 -3.046  0.2885
O 2.988 3.839 -2.927  -0.2589
O 0.848 3.175 -1.868  -0.4760
O 0.996 5.211 -3.190  -0.4858

---

Entry from the Open Molecules 2025 dataset: C49H53N4O5PS2V as an isolated structure in a non-equilibrium geometry (ωB97M-V/def2-TZVPD).

Calculated values
HOMO-LUMO gap (spin up / spin down) = 5.5 / 5.7 eV
energy = -4575.5034 Eh
net charge = +2
energy relative to the best compared isomer or geometry (same formula, charge and spin) = 118.19 kJ/mol
multiplicity = 2

Last column: Löwdin charge in e.
Atoms and positions in Å:
V 0.057 -0.472 -0.029  1.0083
C 0.718 0.673 -4.087  0.0274
C 0.326 -0.023 -2.838  -0.1914
N 1.002 -0.014 -1.748  -0.0373
N 2.251 0.519 -1.644  0.1401
C 2.645 0.309 -0.428  -0.3735
O 1.837 -0.333 0.431  -0.1926
C 3.935 0.777 0.065  -0.1762
C 4.346 0.455 1.360  -0.0133
C 5.558 0.926 1.836  -0.0443
C 6.359 1.714 1.021  -0.0414
C 5.955 2.030 -0.272  -0.0469
C 4.746 1.565 -0.754  -0.0249
C -0.822 -0.953 -2.750  -0.1848
C -1.594 -1.306 -3.834  0.0373
C -2.484 -2.372 -3.704  0.0112
C -2.540 -3.054 -2.507  0.0117
C -1.754 -2.618 -1.446  -0.0838
N -0.942 -1.572 -1.545  0.0350
H 1.635 1.232 -3.930  0.0891
H 0.867 -0.045 -4.895  0.1096
H -0.079 1.355 -4.391  0.1028
H 3.711 -0.146 1.993  0.0931
H 5.878 0.682 2.839  0.1162
H 7.306 2.083 1.391  0.1180
H 6.587 2.640 -0.902  0.1166
H 4.418 1.813 -1.754  0.1163
H -1.480 -0.787 -4.775  0.1308
H -3.094 -2.677 -4.543  0.1331
H -3.180 -3.914 -2.375  0.1305
H -1.770 -3.130 -0.496  0.0940
C -2.454 -0.899 3.462  -0.0738
C -2.223 -2.081 2.511  -0.6287
C -2.619 -3.374 3.234  -0.0734
C -3.182 -1.929 1.319  -0.0823
P -0.418 -2.062 1.942  1.1899
C 0.104 -3.686 1.301  -0.3596
C 0.895 -3.701 0.150  -0.1301
C 1.438 -4.877 -0.340  -0.0484
C 1.204 -6.072 0.326  -0.0424
C 0.444 -6.073 1.486  -0.0399
C -0.095 -4.894 1.976  -0.0781
C 0.774 -1.727 3.358  -0.6402
C 0.419 -2.502 4.632  -0.0612
C 0.829 -0.219 3.631  -0.0758
C 2.160 -2.223 2.918  -0.0814
H -3.523 -0.843 3.672  0.1055
H -2.159 0.054 3.038  0.0410
H -1.947 -1.016 4.415  0.0756
H -3.657 -3.255 3.553  0.1064
H -2.028 -3.563 4.128  0.0769
H -2.581 -4.243 2.581  0.0766
H -4.152 -1.619 1.710  0.1045
H -3.340 -2.879 0.808  0.0800
H -2.879 -1.178 0.590  0.0526
H 1.144 -2.781 -0.375  0.0770
H 2.055 -4.858 -1.228  0.1171
H 1.625 -6.994 -0.049  0.1196
H 0.276 -6.996 2.024  0.1205
H -0.653 -4.929 2.898  0.0887
H -0.517 -2.202 5.092  0.0693
H 1.210 -2.310 5.360  0.1047
H 0.403 -3.579 4.461  0.0801
H -0.114 0.185 3.993  0.0708
H 1.124 0.347 2.745  0.0585
H 1.583 -0.040 4.401  0.1040
H 2.208 -3.311 2.889  0.0906
H 2.879 -1.880 3.665  0.1027
H 2.464 -1.839 1.948  0.0509
O 0.680 2.391 0.040  -0.5265
S 1.787 3.372 -0.263  0.9897
C 0.997 4.976 -0.637  -0.2432
C -0.378 4.812 -1.205  -0.2765
C -1.487 5.209 -0.470  -0.0189
C -2.751 5.180 -1.045  -0.0692
C -2.913 4.747 -2.351  -0.0862
C -1.811 4.316 -3.080  -0.0772
C -0.551 4.347 -2.508  -0.0503
C 2.616 3.742 1.314  -0.2634
C 1.845 4.485 2.356  -0.2833
C 0.922 3.817 3.155  -0.0448
C 0.230 4.500 4.141  -0.0787
C 0.449 5.856 4.334  -0.0614
C 1.366 6.531 3.540  -0.0594
C 2.065 5.846 2.558  -0.0547
H 1.658 5.445 -1.369  0.1061
H 0.987 5.584 0.266  0.0822
H -1.361 5.557 0.547  0.1167
H -3.604 5.521 -0.473  0.1128
H -3.893 4.764 -2.810  0.1095
H -1.933 3.993 -4.107  0.1040
H 0.317 4.057 -3.091  0.1134
H 3.538 4.258 1.031  0.1073
H 2.896 2.744 1.657  0.0824
H 0.746 2.761 2.998  0.0844
H -0.485 3.976 4.760  0.1085
H -0.089 6.387 5.107  0.1129
H 1.548 7.585 3.694  0.1116
H 2.801 6.368 1.957  0.1196
O -2.454 4.373 2.704  -0.2402
S -2.934 3.045 2.538  0.6869
O -3.593 2.350 3.594  -0.2426
N -1.648 2.033 2.049  0.0844
C -1.910 1.611 0.891  -0.3853
O -1.187 0.595 0.325  -0.1827
C -3.122 2.044 0.180  -0.1423
C -3.620 1.685 -1.059  0.0017
C -4.867 2.177 -1.420  -0.0482
C -5.591 2.995 -0.558  -0.0314
C -5.088 3.357 0.689  -0.0103
C -3.847 2.867 1.027  -0.2090
H -3.056 1.044 -1.727  0.1136
H -5.289 1.921 -2.382  0.1185
H -6.564 3.357 -0.861  0.1232
H -5.652 3.988 1.361  0.1375